## A
{"formula": "C3H5FS", "method": "ωB97M-V with the def2-TZVPD basis set", "charge": 0, "molar_mass_g_mol": 92.1, "gap_ev": 8.78, "multiplicity": 1, "species": ["C", "C", "C", "F", "S", "H", "H", "H", "H", "H"], "coordinates": [[1.724, 0.926, 0.320], [-1.219, -0.313, -0.303], [-0.234, -1.112, -0.715], [0.288, -2.045, 0.144], [0.521, 1.719, 0.996], [2.587, 1.508, 0.668], [-1.728, 0.470, -0.981], [-0.597, 0.746, 0.776], [-1.654, -0.663, 0.759], [0.312, -1.234, -1.664]]}

## B
{"formula": "C3H5FS", "method": "ωB97M-V with the def2-TZVPD basis set", "charge": 0, "smiles": "F[C@H]1C[C@@H]1S", "molar_mass_g_mol": 92.1, "gap_ev": 9.78, "multiplicity": 1, "species": ["F", "C", "C", "C", "S", "H", "H", "H", "H", "H"], "coordinates": [[1.929, -1.024, -0.209], [0.813, -0.517, 0.410], [0.492, 0.900, -0.184], [-0.387, -0.360, -0.504], [-2.030, -0.596, -0.135], [0.724, -0.626, 1.481], [1.205, 1.338, -0.864], [-0.077, 1.597, 0.452], [-0.225, -0.731, -1.517], [-2.443, 0.019, 1.071]]}

In terms of stability, B leads; the second structure lies 3.068 eV higher.